Below is a 2-piece molecular cluster, C8H11BrClF3O overall, with properties calculated with ωB97M-V/def2-TZVPD.

Each line ends with the natural charge from an NBO analysis.
Cartesian coordinates (Å):
H: -1.677 -2.388 0.724  0.216
C: -1.517 -0.598 -0.127  0.066
H: -2.554 -1.268 1.775  0.202
C: -1.524 -0.814 -1.575  -0.686
C: -0.880 0.373 0.559  -0.301
C: 0.499 2.482 0.917  -0.693
F: 3.171 -2.098 -0.345  -0.303
Cl: 2.477 -0.151 2.215  0.034
H: -2.294 -0.352 -2.101  0.229
H: 0.057 3.552 0.804  0.222
H: 1.595 2.455 0.994  0.207
H: -1.154 0.571 1.600  0.212
H: -0.670 -0.430 -2.218  0.249
F: 1.129 -2.041 0.385  -0.320
C: 0.007 1.424 0.055  0.301
H: 0.245 2.166 1.881  0.225
H: -1.684 -1.845 -1.968  0.216
O: 0.167 1.608 -1.249  -0.677
C: 2.099 -1.282 -0.203  0.821
C: -2.325 -1.619 0.692  -0.618
H: -3.239 -1.818 0.209  0.209
F: 1.624 -1.084 -1.500  -0.334
Br: 3.408 1.080 -0.482  0.147
C: 2.120 0.047 0.447  -0.101
H: 0.920 2.030 -1.489  0.477

Cartesian forces (eV/Å) of the 3 atoms listed first:
1.67 -3.40 0.33
-1.19 -1.02 0.86
0.51 -0.47 -1.83

Multiplicity: 3
E_HOMO (spin up / spin down), eV: -6.0 / -9.4
Gap between HOMO and LUMO (spin up / spin down), eV: 6.2985 / 6.9111
Lowest unoccupied orbital energy (spin up / spin down), eV: 0.25 / -2.46
Expectation value of S²: 2.030


Below is a 2-piece molecular cluster, C8H11ClN2O2S overall, with properties calculated with ωB97M-V/def2-TZVPD.

Each line ends with the natural charge from an NBO analysis.
Cartesian coordinates (Å):
H: 0.923 1.385 1.913  0.286
C: 1.228 -2.277 0.227  -0.636
N: 1.167 2.685 -1.172  -0.328
H: 2.356 -2.404 0.071  0.220
H: 0.990 -2.290 -0.789  0.220
O: 1.410 -0.745 2.191  -0.738
H: -4.512 1.354 -2.204  0.410
S: -2.294 0.830 -2.111  1.473
Cl: -2.015 1.914 -0.038  -0.648
O: -1.555 -0.406 -1.755  -1.003
C: 0.927 1.571 0.867  -0.185
C: 0.871 0.330 -1.222  -0.290
N: -3.771 0.636 -2.331  -1.131
C: 0.806 -0.971 0.850  0.227
H: 0.849 -0.668 -1.600  0.298
H: 1.269 3.747 0.645  0.237
C: 0.974 1.562 -1.697  0.629
H: -1.179 -0.288 1.408  0.241
H: -1.120 -1.288 0.231  0.248
H: 0.870 -3.175 0.705  0.240
H: 1.410 -1.536 2.657  0.473
C: -0.693 -1.142 1.142  -0.634
C: 1.144 2.780 0.167  0.085
H: -0.963 -2.001 1.689  0.209
C: 0.907 0.396 0.155  0.096

Cartesian forces (eV/Å) of the 3 atoms listed first:
-0.01 0.84 0.86
3.69 0.54 -0.39
-0.72 -3.13 -2.29

Multiplicity: 1
E_HOMO (spin up / spin down), eV: -7.7 / -7.7
Gap between HOMO and LUMO (spin up / spin down), eV: 4.6171 / 4.6194
Lowest unoccupied orbital energy (spin up / spin down), eV: -3.13 / -3.13


Below is an isolated ion of composition C8H11ClN3 and charge +1, with properties calculated with ωB97M-V/def2-TZVPD.

Each line ends with the natural charge from an NBO analysis.
Cartesian coordinates (Å):
C: 2.139 0.255 0.007  -0.070
H: -0.795 -3.088 0.310  0.239
N: 0.414 -1.521 0.254  -0.447
H: -4.103 -1.242 -0.049  0.417
N: -2.635 1.282 -0.265  -0.765
H: -0.098 1.743 -0.459  0.245
C: -1.656 0.290 -0.226  0.224
H: 1.873 2.368 -0.736  0.233
C: 2.870 1.282 0.908  -0.394
Cl: 3.244 -1.156 -0.196  -0.027
C: -1.925 -1.116 -0.034  0.120
C: 2.596 1.559 -0.596  -0.423
H: -2.362 2.168 -0.754  0.419
H: 2.222 1.707 1.719  0.233
C: -0.321 0.679 -0.229  -0.258
H: -3.603 0.990 -0.314  0.405
C: 0.668 -0.229 0.028  0.229
H: 1.180 -2.208 0.137  0.463
N: -3.163 -1.746 -0.099  -0.800
H: 3.502 1.641 -1.259  0.268
H: 3.876 1.002 1.249  0.253
H: -3.112 -2.668 0.387  0.408
C: -0.812 -1.993 0.217  0.026

Cartesian forces (eV/Å) of the 3 atoms listed first:
0.65 -0.81 0.20
-0.96 0.59 -0.04
1.44 0.44 -0.71

SMILES string: Nc1c[nH]c(C2(Cl)CC2)cc1=[NH2+]
Charge: +1
Multiplicity: 1
E_HOMO, eV: -12.3
Gap between HOMO and LUMO, eV: 8.6409
Lowest unoccupied orbital energy, eV: -3.62


Below is a 2-piece molecular cluster, C8H11FO5P overall, with properties calculated with ωB97M-V/def2-TZVPD.

Each line ends with the natural charge from an NBO analysis.
Cartesian coordinates (Å):
H: 3.148 0.438 3.125  0.025
O: -0.328 -0.428 -0.591  -0.608
H: 1.996 2.760 2.207  0.160
F: 1.511 0.008 1.466  -0.484
H: 3.268 1.617 -0.124  0.252
H: -4.334 -2.053 -3.814  0.515
H: -1.109 -0.645 -3.102  0.246
H: -4.223 -2.266 0.571  0.254
C: -3.950 -2.008 -1.580  0.471
C: -1.400 -0.894 -0.964  0.486
C: -2.345 -1.388 0.101  0.311
O: -1.880 -1.251 1.340  -0.628
O: -3.443 -1.655 -3.877  -0.606
H: 3.599 -1.089 1.532  0.021
O: 3.980 2.601 1.574  -0.489
C: -3.540 -1.912 -0.188  -0.372
H: -1.010 -0.825 1.240  0.493
C: -1.796 -0.996 -2.345  -0.413
H: 4.805 1.070 0.556  0.266
H: 2.427 3.733 0.779  0.201
C: -2.996 -1.521 -2.647  0.359
C: 2.782 3.356 1.735  -0.266
O: -5.014 -2.453 -1.953  -0.506
P: 3.012 0.150 1.769  1.464
C: 3.822 1.468 0.807  -0.383
H: 3.016 4.187 2.384  0.234

Cartesian forces (eV/Å) of the 3 atoms listed first:
-0.07 0.00 0.06
-0.05 -0.05 0.21
-0.11 -0.10 0.04

Charge: +1
Multiplicity: 1
E_HOMO, eV: -11.9
Gap between HOMO and LUMO, eV: 7.3907
Lowest unoccupied orbital energy, eV: -4.48


Below is a 2-piece molecular cluster, C8H11N2 overall, with properties calculated with ωB97M-V/def2-TZVPD.

Each line ends with the natural charge from an NBO analysis.
Cartesian coordinates (Å):
H: -0.849 -0.834 3.065  0.237
C: -1.269 -0.534 0.457  0.460
H: -0.219 0.848 3.081  0.233
C: 0.101 0.526 -0.966  0.130
C: -0.929 0.149 -2.944  -0.219
C: -1.714 -0.452 -2.032  -0.034
N: -1.091 -0.232 -0.788  -0.404
H: -1.393 0.243 -3.859  0.251
H: 2.721 0.371 1.254  0.248
N: -0.357 0.009 1.208  -0.339
H: 0.909 -0.546 2.985  0.250
C: 0.148 0.831 -2.305  -0.209
C: 2.025 0.057 0.553  -0.641
H: -2.464 -1.253 -2.014  0.245
H: 1.971 -0.985 0.733  0.233
C: -0.056 -0.207 2.646  -0.424
H: 0.499 1.749 0.793  0.261
H: -2.261 -1.663 0.999  0.299
C: 0.680 0.672 0.379  -0.081
H: 1.015 1.175 -2.832  0.253
H: 2.534 0.078 -0.413  0.252

Cartesian forces (eV/Å) of the 3 atoms listed first:
0.25 0.03 -0.09
-2.62 -4.16 3.58
0.38 -1.64 -0.24

Charge: +1
Multiplicity: 1
E_HOMO, eV: -13.0
Gap between HOMO and LUMO, eV: 8.6123
Lowest unoccupied orbital energy, eV: -4.39


Below is an isolated ion of composition C8H11N2O and charge +1, with properties calculated with ωB97M-V/def2-TZVPD.

Each line ends with the natural charge from an NBO analysis.
Cartesian coordinates (Å):
H: 0.591 -0.275 2.886  0.246
H: -1.316 0.737 2.067  0.274
H: 1.243 -0.364 -2.049  0.271
N: 1.190 -1.173 -0.268  0.077
C: 1.205 -0.116 -0.981  0.083
H: -0.091 1.817 1.422  0.284
C: -0.563 0.717 1.320  -0.541
H: -2.126 -1.172 -1.327  0.231
H: -2.266 1.462 -1.663  0.247
C: -1.174 0.378 -0.055  -0.021
N: 2.310 1.981 -0.078  -0.107
H: -1.479 -1.648 0.393  0.195
C: -1.686 -0.898 -0.276  -0.349
H: -1.663 2.360 -0.256  0.230
C: 1.805 1.046 -0.557  0.160
C: 1.090 -1.214 1.153  -0.123
C: 0.389 -0.304 1.863  -0.021
C: -1.456 1.590 -0.911  -0.647
H: -0.592 1.873 -1.520  0.213
H: 1.727 -2.416 -1.771  0.514
O: 1.142 -2.365 -0.985  -0.484
H: 1.720 -2.016 1.593  0.268

Cartesian forces (eV/Å) of the 3 atoms listed first:
0.03 -0.25 1.64
-1.18 0.23 0.59
-0.61 0.69 0.20

SMILES string: C=C(C)C/C=C\[N+](O)=C/C#N
Charge: +1
Multiplicity: 1
E_HOMO (spin up / spin down), eV: -13.4 / -13.4
Gap between HOMO and LUMO (spin up / spin down), eV: 7.0980 / 7.0971
Lowest unoccupied orbital energy (spin up / spin down), eV: -6.28 / -6.28


Below is an isolated ion of composition C8H11N2O and charge +1, with properties calculated with ωB97M-V/def2-TZVPD.

Each line ends with the natural charge from an NBO analysis.
Cartesian coordinates (Å):
H: 1.093 -0.985 3.445  0.265
H: -0.636 -0.403 1.896  0.252
C: 1.465 -0.427 2.539  -0.245
C: 1.887 0.651 0.097  0.032
C: 0.405 -0.117 1.700  0.125
C: -2.368 -0.495 -0.397  -0.083
H: -0.391 1.945 -0.538  0.196
H: -1.529 -1.487 -2.347  0.229
H: 0.451 0.015 -1.975  0.393
C: 2.938 0.406 0.890  -0.196
H: -2.139 -1.280 0.292  0.173
C: -1.699 -0.488 -1.887  -0.251
N: 0.614 0.420 0.501  -0.288
C: -0.552 0.868 -0.385  0.422
C: 2.729 -0.173 2.194  -0.087
H: -3.450 -0.315 -0.433  0.222
H: -2.545 0.019 -2.580  0.213
H: 2.133 0.718 -0.966  0.242
O: -1.770 0.657 0.104  -0.485
H: 3.614 -0.483 2.799  0.265
N: -0.450 0.284 -1.687  -0.655
H: 3.951 0.582 0.547  0.260

Cartesian forces (eV/Å) of the 3 atoms listed first:
1.12 0.77 -0.80
0.53 0.49 0.23
-3.01 -1.62 2.06

SMILES string: c1cc[n+]([C@H]2NCCO2)cc1
Charge: +1
Multiplicity: 1
E_HOMO, eV: -13.1
Gap between HOMO and LUMO, eV: 8.5498
Lowest unoccupied orbital energy, eV: -4.54


Below is an isolated ion of composition C8H11N2O2 and charge +1, with properties calculated with ωB97M-V/def2-TZVPD.

Each line ends with the natural charge from an NBO analysis.
Cartesian coordinates (Å):
C: 0.901 0.201 -3.925  -0.046
O: -2.082 1.214 -2.120  -0.294
H: 1.403 0.286 -4.836  0.258
N: 1.981 -0.669 -0.727  -0.715
C: 0.523 0.347 -2.781  -0.168
C: 0.001 -0.141 0.847  -0.135
H: 1.658 0.722 1.669  0.197
C: -2.065 -0.524 2.208  -0.664
C: 0.831 0.187 1.994  -0.641
H: 0.265 0.726 2.857  0.268
H: -1.831 -0.906 0.093  0.212
C: 0.652 -0.092 -0.443  0.221
H: -2.621 0.421 2.034  0.258
O: -1.128 2.078 -0.446  -0.348
C: -1.242 -0.613 0.994  -0.027
H: 2.748 -0.267 -0.063  0.473
H: -2.690 -1.287 2.421  0.243
H: 2.169 -0.517 -1.708  0.470
C: -0.098 0.432 -1.520  0.024
H: -1.502 -0.428 3.143  0.225
H: 1.259 -0.751 2.326  0.226
H: 2.069 -1.695 -0.670  0.456
N: -1.198 1.278 -1.347  0.507

Cartesian forces (eV/Å) of the 3 atoms listed first:
-0.14 0.52 2.09
-1.89 -0.72 -2.07
0.27 -0.18 -1.03

SMILES string: C#C/C(=C([NH3+])/C(C)=C/C)[N+](=O)[O-]
Charge: +1
Multiplicity: 1
E_HOMO, eV: -13.0
Gap between HOMO and LUMO, eV: 7.9545
Lowest unoccupied orbital energy, eV: -5.01


Below is one molecule with the formula C8H11N3O2, with properties calculated with ωB97M-V/def2-TZVPD.

Each line ends with the natural charge from an NBO analysis.
Cartesian coordinates (Å):
N: 1.988 -0.384 3.122  -0.828
H: 1.421 -1.230 0.818  0.210
N: 1.593 0.040 -1.698  0.543
C: -1.754 0.905 -2.883  -0.248
H: -3.456 1.445 -1.814  0.216
C: 0.726 -1.049 2.882  -0.217
O: 2.237 0.139 -0.687  -0.370
H: -0.266 -1.861 0.890  0.176
H: -0.117 -0.511 3.390  0.181
H: -2.503 1.125 0.460  0.225
C: 0.102 0.266 -1.552  -0.031
C: 0.469 -1.112 1.303  -0.241
H: -2.100 1.007 -3.886  0.226
N: -0.045 0.211 0.943  -0.612
O: 2.043 -0.339 -2.772  -0.389
H: 0.724 -2.098 3.365  0.200
C: -0.574 0.363 -0.353  0.186
H: 0.232 0.407 -3.618  0.253
C: -0.457 0.525 -2.766  -0.165
H: 2.757 -0.936 2.757  0.357
H: 1.941 0.484 2.578  0.361
C: -1.898 0.814 -0.440  -0.254
H: -0.633 0.652 1.652  0.378
C: -2.429 1.137 -1.691  -0.160

Cartesian forces (eV/Å) of the 3 atoms listed first:
-0.27 0.68 0.15
0.35 -0.36 -0.11
-0.92 -1.36 0.29

SMILES string: NCCNc1ccccc1[N+](=O)[O-]
Multiplicity: 1
E_HOMO, eV: -8.8
Gap between HOMO and LUMO, eV: 8.6706
Lowest unoccupied orbital energy, eV: -0.17


Below is a 2-piece molecular cluster, C8H11N3O3S overall, with properties calculated with ωB97M-V/def2-TZVPD.

Each line ends with the natural charge from an NBO analysis.
Cartesian coordinates (Å):
C: 0.115 -1.592 -1.333  -0.469
H: -1.342 -3.615 -2.606  0.227
H: 1.505 3.498 2.537  0.215
C: -3.324 -1.201 -1.618  -0.389
C: 0.245 1.140 2.430  0.899
H: 0.378 0.954 -0.596  0.383
O: -1.575 -1.742 1.214  -0.481
H: 0.055 4.106 3.520  0.198
H: 1.144 2.986 4.291  0.196
C: -2.083 -3.394 -1.859  -0.651
H: 0.801 -0.709 -1.362  0.187
S: -3.112 0.486 -1.363  0.401
O: 1.436 0.908 2.176  -0.611
O: -0.223 2.239 2.964  -0.479
C: 0.689 3.310 3.334  -0.252
H: -2.940 -3.789 -2.364  0.236
N: -0.467 1.058 -1.205  -0.850
N: -1.129 -1.199 -1.347  -0.264
H: -0.277 1.200 -2.155  0.365
C: -1.120 -0.813 1.682  0.934
H: -4.417 -1.378 -1.809  0.241
H: 0.399 -2.552 -1.586  0.195
N: -0.746 0.216 2.138  -0.621
C: -2.229 -1.982 -1.681  0.131
C: -1.432 0.074 -1.094  0.019
H: -1.765 -3.879 -0.978  0.238

Cartesian forces (eV/Å) of the 3 atoms listed first:
2.50 2.02 -0.01
0.91 0.13 -0.34
-1.53 -0.34 1.28

Multiplicity: 1
E_HOMO, eV: -6.2
Gap between HOMO and LUMO, eV: 6.9081
Lowest unoccupied orbital energy, eV: 0.66


Below is an isolated ion of composition C8H11N4 and charge +1, with properties calculated with ωB97M-V/def2-TZVPD.

Each line ends with the natural charge from an NBO analysis.
Cartesian coordinates (Å):
H: 1.090 1.912 0.881  0.457
C: 3.568 0.270 -0.288  -0.047
C: -2.303 0.049 1.058  -0.041
N: 2.511 -0.609 -0.166  -0.479
C: 3.039 1.533 0.058  -0.059
H: 0.087 -0.776 1.734  0.253
C: -2.834 0.961 -0.957  -0.033
N: 0.211 -1.975 -0.141  -0.861
H: -2.411 -0.108 2.037  0.213
H: -3.497 1.294 -1.664  0.226
H: -0.253 -2.766 0.264  0.406
H: -0.843 0.566 -1.841  0.222
H: -0.194 -1.711 -1.083  0.379
H: 3.655 2.471 0.209  0.273
N: 1.701 1.347 0.309  -0.466
N: -3.275 0.635 0.296  -0.471
C: -1.163 0.092 0.238  -0.165
C: -1.539 0.594 -1.025  -0.308
H: 2.191 -1.521 -0.531  0.488
H: -4.148 0.949 0.749  0.430
C: 1.414 0.062 0.188  0.435
H: 4.572 0.024 -0.599  0.264
C: 0.130 -0.623 0.544  -0.116

Cartesian forces (eV/Å) of the 3 atoms listed first:
-0.02 0.60 -0.41
-1.13 2.26 0.41
1.66 2.05 -4.96

SMILES string: N[C@H](c1cc[nH]c1)c1[nH]cc[nH+]1
Charge: +1
Multiplicity: 1
E_HOMO, eV: -11.9
Gap between HOMO and LUMO, eV: 9.0561
Lowest unoccupied orbital energy, eV: -2.85


Below is an isolated ion of composition C8H11N4 and charge +1, with properties calculated with ωB97M-V/def2-TZVPD.

Each line ends with the natural charge from an NBO analysis.
Cartesian coordinates (Å):
C: -0.949 1.382 2.606  -0.203
H: -1.130 2.302 3.178  0.260
H: 3.229 0.491 -1.908  0.171
C: -1.407 1.000 1.443  -0.059
H: 2.939 1.700 -0.655  0.237
C: -0.818 -0.881 0.063  0.346
C: -1.248 -0.797 -1.242  0.121
H: -2.933 -1.810 -0.849  0.406
H: 3.517 0.119 -0.107  0.252
C: -0.047 -0.632 2.215  -0.033
H: 1.520 0.224 -2.716  0.382
N: -2.483 -1.279 -1.664  -0.752
N: -0.879 -0.331 1.172  -0.352
C: 2.843 0.641 -0.857  -0.458
H: 0.522 0.342 4.004  0.254
H: -2.015 1.395 0.616  0.241
C: -0.151 0.318 3.124  -0.218
H: 0.486 -1.653 2.403  0.262
H: -2.566 -1.780 -2.560  0.419
H: -0.596 -0.525 -3.245  0.234
N: 0.926 0.064 -1.931  -0.124
C: -0.272 -0.504 -2.235  -0.191
N: 1.514 0.214 -0.858  -0.194

Cartesian forces (eV/Å) of the 3 atoms listed first:
-0.43 1.69 1.79
-0.05 -0.40 -0.69
0.36 0.10 0.89

Charge: +1
Multiplicity: 1
E_HOMO, eV: -12.0
Gap between HOMO and LUMO, eV: 7.8894
Lowest unoccupied orbital energy, eV: -4.09


The highest multiplicity belongs to which entry? C8H11BrClF3O